Molecular formula: C12H32F12N4O4P2
Method: DFT, ωB97M-V/def2-TZVPD

Computed properties:
Largest force on an atom in eV/A: 2.32
HOMO-LUMO gap in eV: 9.16
Molecular weight in g/mol: 586.34
E in hartree: -2877.365390
Total charge: +2
LUMO energy in eV: -6.0354
Energy relative to the best compared isomer or geometry (same formula, charge and spin) in kJ/mol: 0.00

CARTESIAN COORDINATES (ANGSTROEM)
C 4.08915 -0.58148 -3.94670
C 4.45937 -0.84124 -2.51649
O 3.74006 -0.56556 -1.61835
N 5.69110 -1.67433 -2.24918
H 5.53999 -2.34792 -1.49478
H 5.94370 -2.21108 -3.08217
C 6.86008 -0.79647 -1.77554
H 4.11172 0.47833 -4.20753
H 3.06166 -0.89882 -4.11750
H 4.74511 -1.06181 -4.67579
H 7.73107 -1.44606 -1.79406
H 6.59735 -0.38822 -0.80677
H 7.02305 -0.02236 -2.52204
C -5.08707 1.48159 -3.36605
C -4.58207 2.05789 -2.08422
O -4.76089 1.59604 -1.02337
N -3.86520 3.39248 -2.19333
H -3.15307 3.36269 -2.92788
H -4.52311 4.13372 -2.44735
C -3.13372 3.70515 -0.88840
H -5.69272 2.20062 -3.91727
H -5.54122 0.52501 -3.14236
H -4.17803 1.34184 -3.96696
H -2.58567 4.60711 -1.16052
H -2.41941 2.92887 -0.63784
H -3.89253 3.88171 -0.13778
C -2.74678 1.90762 4.35651
C -2.49501 2.08792 2.88753
O -2.39034 3.12928 2.34440
N -2.32063 0.81579 2.11032
H -1.83276 1.03108 1.22883
H -1.66723 0.22467 2.66119
C -3.61005 0.05843 1.86447
H -2.69353 2.85645 4.87595
H -2.03448 1.22842 4.82358
H -3.72582 1.41973 4.42304
H -4.33445 0.86473 1.74524
H -3.92825 -0.46591 2.76037
H -3.51191 -0.56138 0.98425
C 0.06323 -4.74983 -0.52898
C 0.54842 -3.71983 0.45070
O 0.16655 -3.60605 1.55578
N 1.74299 -2.91293 0.03869
H 2.44944 -3.57704 -0.27805
H 1.56838 -2.23017 -0.71410
C 2.33390 -2.09856 1.20554
H -0.29101 -4.25924 -1.43919
H -0.76732 -5.28646 -0.07970
H 0.81383 -5.48740 -0.81776
H 2.57253 -2.82916 1.97122
H 1.62540 -1.34142 1.52279
H 3.24420 -1.70506 0.76058
P 1.22124 0.74661 4.01774
F 0.86851 2.02693 3.11376
F 1.85310 -0.05648 2.75431
F 2.66145 1.39581 4.38704
F 1.54717 -0.52898 4.94452
F 0.51640 1.47099 5.27627
F -0.24501 0.10486 3.58528
P -0.47687 0.17316 -0.85164
F -0.86642 -1.11186 0.04944
F -1.93750 0.89492 -0.67695
F 0.05333 0.89339 0.48211
F -0.04799 1.42100 -1.79581
F 0.98197 -0.49956 -1.15660
F -1.08739 -0.58215 -2.14242



Molecular formula: C19H18IrN3O3
Method: DFT, ωB97M-V/def2-TZVPD

Computed properties:
Largest force on an atom in eV/A: 2.58
HOMO-LUMO gap (spin up / spin down) in eV: 4.87 / 4.84
Molecular weight in g/mol: 528.59
E in hartree: -1228.569565
Total charge: +2
LUMO energy (spin up / spin down) in eV: -9.1470 / -9.1595
Energy relative to the best compared isomer or geometry (same formula, charge and spin) in kJ/mol: 139.04

CARTESIAN COORDINATES (ANGSTROEM)
Ir -0.06626 -0.61712 -0.05595
C 0.74690 0.31531 4.08726
C -0.46478 0.85561 4.48473
C -1.51001 0.94153 3.56814
C -1.31437 0.48740 2.28402
N -0.11758 -0.03087 1.90225
C 0.88214 -0.10938 2.77660
C -2.36781 0.43299 1.23654
C -3.68339 0.84966 1.32474
C -4.51985 0.63391 0.23503
C -4.05980 -0.01238 -0.90601
C -2.73358 -0.40928 -0.94967
N -1.94146 -0.14306 0.10045
C -2.04645 -1.17417 -2.02458
C -2.66256 -1.63191 -3.16488
C -1.93910 -2.41286 -4.06349
C -0.61979 -2.72467 -3.78798
C -0.04757 -2.22979 -2.62804
N -0.73425 -1.46554 -1.77150
H 1.57744 0.22523 4.77185
H -0.60116 1.20878 5.49756
H -2.46536 1.35280 3.86081
H 1.80973 -0.52249 2.39604
H -4.05314 1.32965 2.21892
H -5.55019 0.95931 0.28170
H -4.72492 -0.20438 -1.73499
H -3.69893 -1.39618 -3.35941
H -2.41174 -2.78061 -4.96410
H -0.03431 -3.34119 -4.45419
H 0.97692 -2.44215 -2.36077
C 3.74157 1.97878 -1.34109
C 3.22877 1.25173 -0.14481
C 4.17106 0.86409 0.94112
O 2.00074 1.58007 0.29796
C 2.97301 -0.67884 -0.92517
O 3.83456 -0.91747 -1.68085
O 1.98747 -1.06165 -0.34126
H 4.07157 2.97240 -1.01934
H 2.97481 2.09868 -2.10809
H 4.59660 1.46658 -1.77424
H 4.47953 1.78088 1.45496
H 5.06045 0.38578 0.53633
H 3.70011 0.21293 1.67414
H 1.55495 2.12189 -0.37074



Molecular formula: C15H35AlFN2O3
Method: DFT, ωB97M-V/def2-TZVPD

Computed properties:
Largest force on an atom in eV/A: 7.89
HOMO-LUMO gap in eV: 7.32
Molecular weight in g/mol: 337.44
E in hartree: -1269.830623
Total charge: -1
LUMO energy in eV: 2.6475
Energy relative to the best compared isomer or geometry (same formula, charge and spin) in kJ/mol: 449.62

CARTESIAN COORDINATES (ANGSTROEM)
C 5.67955 -4.58750 -0.61652
C 6.19518 -3.32142 -1.53392
O 7.08368 -3.57410 -2.50386
N 5.69475 -1.87234 -1.35508
C 5.63773 -1.69404 0.14562
C 4.33077 -1.85046 -2.00763
C 3.44432 -0.50073 -1.73723
C 2.49380 -0.53613 -0.40457
C 1.72162 -1.95467 -0.12949
Al -0.17615 -1.61754 0.57239
C -1.33098 -3.21730 -0.12557
C -1.68824 -2.88434 -1.70169
F -0.38214 -4.38172 -0.15281
H 6.13044 -4.62838 0.46243
H 4.49543 -4.54961 -0.48671
H 5.88932 -5.56751 -1.25367
H 5.66061 -0.52107 0.35494
H 6.62648 -2.11995 0.62215
H 4.65394 -2.09483 0.64247
H 4.53012 -1.88474 -3.18447
H 3.80253 -2.86118 -1.74702
H 2.75559 -0.19074 -2.66075
H 4.21090 0.39576 -1.58904
H 1.64244 0.28257 -0.57651
H 3.11928 -0.14109 0.51511
H 2.41334 -2.58849 0.60792
H 1.66045 -2.61962 -1.11901
H -0.25779 -1.57088 2.17690
H -0.64905 -0.21828 -0.07752
H -2.26846 -3.39538 0.55502
H -2.86073 -2.77960 -1.89753
H -1.12609 -1.90450 -2.08582
H -1.27512 -3.76109 -2.39837
C -6.23528 2.86822 -0.15927
O -5.25156 3.89019 -0.25954
C -5.17629 4.70987 0.91593
C -3.84685 4.47416 1.64862
N -3.81844 3.14943 2.28033
C -2.49114 2.76647 2.78142
C -1.36993 2.58757 1.73951
O -1.56942 1.48120 0.85728
C -2.37022 1.77310 -0.27975
H -6.32157 2.38453 -1.13783
H -5.93972 2.11258 0.56959
H -7.21137 3.28903 0.10444
H -6.03597 4.56309 1.58054
H -5.20193 5.75094 0.56955
H -3.72063 5.24166 2.42004
H -3.03894 4.57962 0.92045
H -4.11696 2.45152 1.60358
H -2.62278 1.81114 3.30320
H -2.17271 3.49456 3.53575
H -0.45095 2.36060 2.29309
H -1.16062 3.50529 1.17978
H -2.25945 2.80671 -0.61750
H -3.41658 1.54908 -0.06610
H -2.05822 1.11034 -1.09326



Molecular formula: C26H51NO6S
Method: DFT, ωB97M-V/def2-TZVPD

Computed properties:
Largest force on an atom in eV/A: 3.45
HOMO-LUMO gap in eV: 9.60
Molecular weight in g/mol: 505.76
E in hartree: -1925.498582
Total charge: 0
LUMO energy in eV: 0.3398

CARTESIAN COORDINATES (ANGSTROEM)
C 3.70717 -1.22389 2.18709
C 2.53453 -1.95197 2.80341
O 2.50908 -2.31017 3.94047
O 1.48497 -2.27213 1.97976
C 0.87967 -1.24117 1.21467
C 0.76415 -1.56985 -0.29577
S 2.19476 -2.53842 -0.86581
N -0.44201 -2.36457 -0.43322
C -0.93818 -2.68328 -1.76624
C -1.60836 -4.04663 -1.76544
C -0.66677 -5.19028 -1.66321
O -1.45503 -4.77320 -2.92712
C 0.79613 -0.20846 -1.05099
C -0.52311 0.55201 -0.87127
C -0.30019 1.95804 -1.38681
O 0.40171 2.72633 -0.78545
O 1.02980 -0.30870 -2.43842
C 2.35363 -0.04554 -2.90352
C 2.74727 -1.05888 -3.97409
C 3.72320 -0.45321 -4.96623
C 4.54797 -1.35680 -5.84290
O 3.45228 -0.61980 -6.33911
H 4.47245 -1.95260 1.92210
H 4.08966 -0.50910 2.91229
H 3.44139 -0.69321 1.27511
H 1.37250 -0.28106 1.37332
H -0.13417 -1.14973 1.61751
H 1.96600 -3.58831 -0.07000
H -1.17623 -2.01385 0.16624
H -1.69658 -1.96290 -2.09402
H -0.12869 -2.72694 -2.49122
H -2.55970 -4.10972 -1.23761
H -1.00261 -6.21569 -1.64197
H 0.33260 -4.90094 -1.96505
H 1.57001 0.41648 -0.58886
H -0.72898 0.65356 0.19665
H -1.33232 0.05840 -1.40570
H -0.74126 2.27373 -2.34646
H 2.35871 0.95539 -3.34800
H 3.05673 -0.08353 -2.06716
H 3.21297 -1.92988 -3.51605
H 1.84891 -1.32856 -4.53199
H 4.18875 0.48409 -4.66965
H 5.53973 -0.93745 -5.95666
H 4.37773 -2.38168 -5.53343
C -1.70091 9.01252 -3.04850
C -1.43280 8.92773 -1.54911
C -0.33120 7.93487 -1.18146
C -0.62078 6.48246 -1.56358
C -1.90115 5.89923 -0.97088
C -1.89471 5.84711 0.55375
H -2.04738 8.05971 -3.45157
H -2.46737 9.75725 -3.26684
H -0.79579 9.29733 -3.58926
H -2.35866 8.67334 -1.02563
H -1.14212 9.91659 -1.18497
H -0.14141 7.99874 -0.10644
H 0.60015 8.24172 -1.66778
H 0.22384 5.86233 -1.24841
H -0.66331 6.39539 -2.65316
H -2.02464 4.88297 -1.35590
H -2.77369 6.46252 -1.31395
H -1.04730 5.26083 0.91552
H -2.80749 5.38461 0.93274
H -1.82957 6.84426 0.99182
C -2.31787 -4.35674 6.72504
C -1.33663 -4.99483 5.74640
C -0.57315 -3.97967 4.89715
C -1.45124 -3.11495 3.99307
C -2.32799 -3.89342 3.01110
C -1.52195 -4.73275 2.02422
H -3.09762 -3.79545 6.20755
H -2.81186 -5.11480 7.33449
H -1.80128 -3.67090 7.39994
H -1.86959 -5.70129 5.10326
H -0.61046 -5.58741 6.30884
H 0.16746 -4.50494 4.28939
H 0.00070 -3.32079 5.55463
H -0.79535 -2.44235 3.43103
H -2.08998 -2.47179 4.60588
H -2.94176 -3.17742 2.45398
H -3.03046 -4.53228 3.55317
H -0.83777 -4.10842 1.44718
H -2.18149 -5.23780 1.31507
H -0.93571 -5.49940 2.53299



Molecular formula: C21H50N8O5
Method: DFT, ωB97M-V/def2-TZVPD

Computed properties:
Largest force on an atom in eV/A: 2.10
HOMO-LUMO gap in eV: 8.56
Molecular weight in g/mol: 494.68
E in hartree: -1644.423646
Total charge: 0
LUMO energy in eV: 0.3281
Energy relative to the best compared isomer or geometry (same formula, charge and spin) in kJ/mol: 21.49

CARTESIAN COORDINATES (ANGSTROEM)
C -6.93071 6.18940 -19.69784
C -8.20692 6.66358 -20.43072
C -8.68917 5.51097 -21.32671
C -9.25872 6.90550 -19.33926
C -10.43964 7.79790 -19.71196
C -10.05174 9.03407 -20.54724
C -9.03912 8.72719 -21.67918
C -9.80928 8.15038 -22.87112
C -8.45666 10.11735 -21.97328
N -7.95645 7.87340 -21.19554
O -7.00402 7.61467 -22.19550
H -6.61775 6.90599 -18.94152
H -7.13488 5.19611 -19.31041
H -6.13874 6.10938 -20.44600
H -7.99419 5.40147 -22.16682
H -8.76495 4.53176 -20.85391
H -9.63487 5.68415 -21.84572
H -9.67348 5.97706 -18.94696
H -8.79170 7.43922 -18.50312
H -11.14381 7.20723 -20.31052
H -10.99831 8.13578 -18.83816
H -9.69680 9.83378 -19.89691
H -11.01879 9.37484 -20.92543
H -10.70319 7.60454 -22.56982
H -9.17263 7.62544 -23.57992
H -10.24939 8.98448 -23.43247
H -9.16882 10.83927 -22.35825
H -7.57803 10.07536 -22.63611
H -7.91115 10.45880 -21.08704
H -6.31508 8.27295 -22.08121
C -0.25299 10.90351 -18.22352
C -0.88300 11.23857 -19.60247
C -1.56569 12.59480 -19.58839
C 0.30060 11.27022 -20.59289
C -0.08716 11.13456 -22.05781
C -0.91435 9.85753 -22.26293
C -2.15031 9.77123 -21.36445
C -3.27417 10.65194 -21.98971
C -2.57282 8.31074 -21.30601
N -1.83053 10.14103 -19.98028
O -2.96305 10.06346 -19.13562
H 0.67083 11.46722 -18.09520
H -0.94891 11.22989 -17.44868
H -0.03645 9.84365 -18.13877
H -0.99486 13.36491 -19.06616
H -1.76395 12.94396 -20.60202
H -2.50814 12.55021 -19.03328
H 0.83151 12.21113 -20.44264
H 0.94710 10.41540 -20.37266
H -0.77563 11.95367 -22.29592
H 0.78465 11.19750 -22.70454
H -0.25863 8.99029 -22.16361
H -1.19548 9.93270 -23.31638
H -3.48622 10.32214 -23.00441
H -2.86104 11.65861 -22.07190
H -4.16775 10.68112 -21.36994
H -1.92527 7.59000 -20.80054
H -2.61913 7.90759 -22.32487
H -3.54004 8.14166 -20.82686
H -3.54824 10.76926 -19.46274
N -6.40309 3.58720 -15.48831
C -5.40022 4.34573 -16.06348
N -4.40524 4.69323 -15.20897
O -5.48846 4.69811 -17.24621
H -6.14511 2.93501 -14.77441
H -7.16059 3.42856 -16.13182
H -3.68734 5.34229 -15.58753
H -4.41760 4.39438 -14.25794
N 0.71365 5.77424 -16.22979
C 1.16026 6.51595 -15.16339
N 2.37302 7.13068 -15.38153
O 0.59069 6.55110 -14.08207
H -0.28837 5.60492 -16.22846
H 1.06867 6.06246 -17.12650
H 2.77739 7.15601 -16.29527
H 2.90232 7.48102 -14.60733
N -3.27070 7.15349 -17.92912
C -2.45134 7.22920 -16.86288
N -1.65685 8.32464 -16.80091
O -2.31831 6.33107 -15.99716
H -4.03338 6.47647 -17.93401
H -3.33739 8.01415 -18.45904
H -1.10304 8.28441 -15.95871
H -1.63896 8.91324 -17.61093



Molecular formula: C19H22N4O7S
Method: DFT, ωB97M-V/def2-TZVPD

Computed properties:
Largest force on an atom in eV/A: 1.41
HOMO-LUMO gap in eV: 7.44
Molecular weight in g/mol: 450.47
E in hartree: -1880.991215
Total charge: 0
LUMO energy in eV: -0.9308
Energy relative to the best compared isomer or geometry (same formula, charge and spin) in kJ/mol: 471.94

CARTESIAN COORDINATES (ANGSTROEM)
C -5.06939 -3.36275 -0.21258
C -4.01607 -2.34444 -0.63980
N -4.43642 -0.98537 -0.38986
C -5.22065 -0.26940 -1.36490
C -4.37900 0.27959 -2.51576
S -4.12274 -0.32599 1.08140
O -5.02490 0.76332 1.30625
O -4.01988 -1.36864 2.05939
C -2.47348 0.35107 0.85169
C -1.35916 -0.39202 1.23169
C -0.09703 0.09299 1.00121
C 0.10137 1.33459 0.36624
N 1.36166 1.77237 0.11544
N 2.41899 0.95896 0.23676
C 3.59375 1.45563 0.12565
C 4.79840 0.66773 0.20029
C 6.03414 1.31863 0.14278
C 7.21898 0.61396 0.17849
C 7.19258 -0.76834 0.27537
C 5.98503 -1.44098 0.33729
C 4.78698 -0.73997 0.30290
O 3.56936 -1.33975 0.39130
C 3.36520 -2.62872 -0.14516
C 2.06326 -2.60866 -0.97669
O 1.62605 -3.60188 -1.48212
O 1.50328 -1.41939 -1.08500
C -1.04314 2.09149 0.01526
N -0.96387 3.36679 -0.61166
O -1.98378 3.85727 -1.04471
O 0.13191 3.91321 -0.69398
C -2.32033 1.58097 0.26812
H -5.25747 -3.25512 0.85186
H -5.99956 -3.20360 -0.75254
H -4.71526 -4.37040 -0.41345
H -3.78497 -2.45045 -1.70307
H -3.09892 -2.50986 -0.07162
H -5.69874 0.54894 -0.82503
H -6.00255 -0.92814 -1.75750
H -3.62184 0.96491 -2.14506
H -5.01989 0.81359 -3.21201
H -3.88234 -0.52594 -3.05148
H -1.51698 -1.33382 1.73237
H 0.77439 -0.45407 1.32049
H 1.47852 2.74499 -0.18873
H 3.73256 2.52874 -0.04186
H 6.04992 2.39561 0.06443
H 8.16139 1.13652 0.13148
H 8.11442 -1.32821 0.30970
H 5.97739 -2.51621 0.43284
H 3.26088 -3.37252 0.65276
H 4.17786 -2.93970 -0.80948
H 2.00018 -0.73934 -0.55776
H -3.18768 2.17376 0.02017



Q: Among the records above, which one has the highest molecular weight?
A: C12H32F12N4O4P2